No. 1
DFT (the ωB97M-V functional and the def2-TZVPD basis) results for a cluster of 4 separate species, C27H60ClN3 in total at a distorted geometry.

```
! RIJCOSX wB97M-V def2-TZVPD def2/J DEFGRID3
* xyz 2 1
H 12.0913 7.5426 22.2024
C 5.7997 12.9071 17.1196
H 9.4576 9.7353 19.7791
C 10.5842 6.0200 20.7371
H 4.7789 8.6713 19.1078
H 4.8485 12.3906 16.7533
H 8.1869 10.2366 11.9835
H 7.2430 12.7288 20.1546
C 8.7823 8.3689 10.2102
H 12.4840 8.5098 19.3740
H 11.2310 10.2404 23.1727
H 8.9311 7.5895 8.1540
C 4.8582 14.8996 18.0680
C 11.1477 9.6695 15.4291
C 9.9294 9.0650 14.6402
H 11.5625 11.8244 14.7775
H 6.7024 12.2886 16.7548
H 7.6211 11.6277 18.6973
Cl 8.3672 9.3938 17.6998
H 10.3600 9.6554 10.9310
H 9.2652 7.4154 21.7916
H 11.0624 9.5105 26.1553
C 11.5577 7.9591 19.6074
H 4.2484 13.5652 19.7245
C 11.7648 6.4475 19.7936
C 9.4825 7.5909 9.1215
H 3.8166 14.9013 17.8933
H 4.2487 7.8186 20.4865
H 12.7251 6.1195 20.2089
H 11.6415 5.9434 18.8207
H 9.9606 5.3466 20.1137
C 11.7364 8.5240 21.9829
H 7.9844 7.7112 10.5907
H 10.9005 8.0908 18.7586
C 10.9533 10.5894 13.1198
C 12.2025 8.7652 24.3942
N 5.8769 12.7171 18.6739
C 5.1236 11.3520 19.0656
H 10.2040 8.8673 23.4341
H 8.2593 9.2806 9.7662
H 5.9379 8.3304 20.3712
H 6.4069 10.9488 20.7653
H 11.5315 9.9127 12.4748
H 7.8847 10.7863 14.4824
H 12.0822 7.7470 24.6949
H 10.9227 5.5504 21.7112
C 7.2597 12.6276 19.0894
H 10.4353 8.0908 9.0330
H 12.0182 10.6708 25.3463
C 8.8273 11.2308 14.0935
C 4.9225 8.6194 20.2192
H 3.5802 10.0645 20.7250
H 5.5250 10.6315 18.3800
H 5.3354 14.6633 15.9971
H 11.7969 8.8499 15.6219
C 11.2267 9.1505 23.2412
C 11.6888 10.7445 14.4534
N 9.6100 10.1355 13.5382
C 5.1412 13.9431 19.2580
H 10.1832 8.0207 11.6813
H 10.7916 9.9736 16.4221
C 4.5899 9.8485 21.0118
H 9.0428 8.9231 15.2215
H 5.1969 15.9512 18.2851
H 12.5641 9.0151 21.6021
H 10.8271 10.5087 20.4260
H 9.6249 9.9239 21.6498
H 9.2040 7.3777 20.0460
H 6.7179 14.9396 17.1008
H 9.6495 6.5233 9.5022
H 13.2367 8.8326 24.1117
H 7.8001 13.4670 18.5782
H 10.1657 8.1769 14.0495
C 5.3619 11.1162 20.5753
C 8.8650 9.5073 12.3613
C 5.7593 14.4235 16.9446
C 9.6865 8.8720 11.3037
H 4.0165 11.6185 18.8427
H 8.2865 8.6688 12.8520
H 12.8461 9.5425 26.4165
H 4.6165 9.7046 22.1061
H 4.9431 11.9373 21.0992
H 9.4066 11.7732 14.8465
H 5.8574 14.4261 19.9883
C 10.0900 9.7129 20.6784
H 10.8661 11.5668 12.5570
H 12.7314 10.6128 14.2412
H 8.5692 11.9330 13.2667
N 10.8314 8.4597 20.7795
C 12.0171 9.6803 25.6712
C 9.8496 7.3688 20.9180
*
```

Output
- LUMO (eV) = -3.906
- energy relative to the best compared isomer or geometry (same formula, charge and spin) (kcal per mole) = 56.91

No. 2
DFT (the ωB97M-V functional and the def2-TZVPD basis) results for a structure of composition C27H60F6N11O25Tl at a distorted geometry.

```
! RIJCOSX wB97M-V def2-TZVPD def2/J DEFGRID3
* xyz 0 1
C -7.6236 -12.3537 -20.5330
H -1.1934 -17.7517 -25.4408
C -7.9371 -10.3798 -23.4391
C -11.1345 -17.1957 -26.8460
O -6.8833 -14.5056 -29.3860
O -1.3336 -15.1598 -29.9964
H -5.2410 -9.7229 -22.7898
O -9.3701 -13.5072 -23.6389
H -8.6687 -11.8913 -25.4297
C -3.8978 -10.2889 -25.9633
O -8.5684 -15.9179 -22.5941
O -8.8377 -18.1323 -26.6316
O -3.8341 -18.8490 -25.3500
F -5.4477 -18.6047 -19.8676
N -7.6653 -14.2290 -28.5289
F -11.9501 -18.2826 -26.8118
O -3.7868 -16.7404 -25.4952
H -8.4398 -12.9856 -20.8834
H -8.0188 -11.3912 -23.0412
C -11.5576 -13.6818 -24.5568
N -9.4590 -16.0677 -21.7393
N -7.0638 -19.2121 -23.2029
C -5.0221 -9.7741 -24.9606
O -8.2047 -19.5873 -22.9544
O -4.8869 -18.5854 -28.1473
F -6.4648 -16.6694 -20.2032
H -2.9595 -20.7457 -21.0008
H -1.4224 -17.2919 -28.0590
H -11.1108 -17.2096 -21.1102
O -10.9045 -12.1676 -22.8405
H -4.5568 -7.6452 -24.9200
H -7.6729 -11.2914 -20.7723
C -5.3122 -8.3311 -25.3034
C -4.2629 -12.6603 -28.6096
H -1.4287 -20.4335 -20.1979
H -1.5730 -20.2433 -21.8669
C -6.6193 -7.7493 -24.7864
H -10.0147 -17.7540 -25.0176
C -1.3671 -16.2137 -27.9089
O -3.5798 -14.3122 -23.9641
H -7.7439 -21.3158 -26.5633
N -5.7348 -17.7109 -28.0448
H -0.3542 -15.8539 -27.7277
H -4.0525 -10.8097 -23.3075
H -3.9948 -13.2553 -29.4827
H -6.6716 -6.7416 -25.1985
C -1.8726 -17.8472 -24.5937
O -6.0288 -12.1026 -24.9795
H -6.5175 -7.6501 -23.7057
F -10.8098 -17.0614 -28.1121
O -9.8864 -15.1138 -21.0942
H -1.7215 -18.8482 -24.1897
H -7.5771 -16.9277 -28.7667
O -5.3164 -12.3870 -20.8331
H -8.9191 -9.9292 -23.2950
H -2.9766 -9.7063 -25.9687
H -3.7773 -11.6844 -28.6021
C -7.6105 -10.1906 -24.9237
H -3.5616 -16.3443 -20.8485
O -2.4566 -13.2088 -27.3740
H -7.4625 -20.1531 -27.8487
C -10.2504 -17.3290 -21.7686
H -10.7407 -17.5201 -22.7232
H -4.9645 -19.4554 -22.8409
N -10.5046 -13.1008 -23.6114
N -2.0246 -15.7212 -29.1108
H -6.3383 -16.9425 -29.9194
Tl -6.3213 -15.2001 -24.6789
H -4.2568 -10.3319 -26.9916
O -5.9187 -17.0555 -27.0372
O -3.4497 -18.1625 -21.6452
C -1.9563 -13.9176 -22.3040
H -11.1757 -13.6719 -25.5776
N -3.6660 -13.3787 -27.4450
H -7.7738 -8.4786 -26.3617
N -6.3996 -12.8123 -21.2273
C -2.5228 -18.6057 -20.6562
C -2.1226 -20.0496 -20.9458
H -5.7742 -20.9246 -23.5117
H -9.7129 -14.1867 -27.9818
F -11.7772 -16.0562 -26.4836
C -9.1072 -14.2867 -28.8824
O -3.2348 -15.7695 -29.1826
O -6.5259 -13.5843 -22.1705
H -1.6872 -14.9532 -22.0961
H -3.7028 -9.0391 -23.2502
N -3.2077 -17.8043 -25.2208
C -9.7806 -17.2500 -25.9553
H -9.0600 -13.5376 -29.6728
H -11.7983 -14.6717 -24.1691
H -9.7262 -10.4678 -25.5232
C -5.2607 -17.3151 -20.0923
H -9.1868 -15.2836 -29.3159
H -8.7224 -8.3064 -24.9868
C -6.7506 -17.5484 -29.1126
H -3.5221 -11.2666 -25.6615
H -2.0290 -15.9475 -27.0848
C -5.8563 -20.0819 -22.8253
H -1.6211 -18.0007 -20.7511
C -4.2898 -17.0378 -21.2691
H -9.7126 -20.2225 -26.8139
H -9.6478 -18.1221 -21.3260
H -12.4212 -13.0197 -24.4943
O -9.0985 -16.0819 -25.6670
C -8.9031 -19.6126 -26.4128
H -9.0268 -19.7832 -25.3434
H -5.3435 -12.5282 -28.6644
O -6.8952 -18.1864 -23.8487
O -4.3913 -14.1987 -26.7678
H -8.5563 -10.9425 -26.8724
H -1.1696 -13.1666 -22.2320
H -1.7255 -16.9926 -23.9332
C -7.5795 -20.2583 -26.7701
C -4.4296 -9.8078 -23.5127
O -1.4716 -13.7720 -24.5634
O -4.7506 -16.5256 -22.4842
H -5.9734 -20.3158 -21.7671
H -7.3376 -9.7443 -22.7873
H -6.9652 -18.5196 -29.5584
H -6.6552 -19.9252 -26.2980
N -2.3897 -13.9411 -23.7370
N -6.2089 -10.6505 -25.1927
F -4.6710 -16.8629 -18.9927
H -2.7958 -18.4490 -19.6126
H -5.2897 -8.1527 -26.3784
C -7.7338 -8.6542 -25.2867
C -8.7526 -10.8705 -25.8027
O -7.3413 -13.9405 -27.3921
H -7.4196 -12.5624 -19.4828
H -2.8553 -13.5427 -21.8148
*
```

Output
- LUMO (eV) = -4.617
- energy relative to the best compared isomer or geometry (same formula, charge and spin) (kcal per mole) = 3.69

No. 3
DFT (the ωB97M-V functional and the def2-TZVPD basis) results for a cluster of 5 separate species, C27H61ClN4O7 in total at a distorted geometry.

```
! RIJCOSX wB97M-V def2-TZVPD def2/J DEFGRID3
* xyz 0 1
H 1.5645 -7.1198 -3.7370
H -5.4813 3.5088 -0.9135
H 1.3282 -7.4012 -0.3426
C 1.3642 -6.1427 -4.1766
H -0.9437 -0.4860 3.7429
H -0.9000 0.5862 -3.7753
H 1.8884 -3.7964 -5.1168
H -2.5110 5.7629 -4.2428
H 2.3573 -2.8144 -3.7603
H -1.5877 4.0552 2.7847
H -4.0955 5.5415 -2.3499
C -3.6204 4.6473 -2.7533
C 2.7974 -5.9120 -0.9844
C 0.5649 2.2239 1.6309
C -0.4443 2.4666 5.4280
C -0.1819 2.9299 -2.2983
C -3.5318 3.4202 -1.7570
H 5.3703 -6.3392 -3.4067
H 2.8109 3.8800 5.3956
H 3.7690 -5.6776 -4.8348
N -1.1152 -1.4795 3.8032
H 0.7613 -3.4619 -3.7577
H -1.9360 -1.6864 4.3543
C 4.3609 -6.3183 -2.9958
C 4.2669 -5.9478 -1.5381
O -2.7076 1.1086 -1.8273
H 1.2980 4.7101 5.0187
H -2.0928 2.0016 3.2653
C -2.3036 5.0892 -3.4114
H -2.0243 4.4270 -0.5059
H 1.8550 -5.0897 0.8334
C -1.0464 1.5872 -4.1809
Cl -0.6970 -1.7697 -0.4058
H 3.5946 -5.5530 0.9675
C -1.3782 3.6340 5.7817
O -1.8565 -2.6920 -0.3729
C 2.1892 -5.0339 -3.3939
H -0.2823 5.1299 3.3952
H 0.2776 -6.0998 -4.2506
N -2.7849 2.3104 -2.4702
H -0.4256 4.5287 1.6907
H -0.1298 1.8935 -4.6849
H 4.9827 -6.3762 -0.8365
H -1.6741 5.6709 -2.7381
H 0.6700 3.3306 -2.8476
H 2.4340 3.8338 2.9710
H -2.5948 2.9089 0.0825
C 1.8026 3.7440 5.0043
H -5.4482 2.6171 -2.5151
O -0.8667 -0.7033 0.4785
H -2.3384 3.4929 5.2855
N 1.9671 -5.0663 -1.8948
C 2.2751 -7.4034 -0.8825
O 0.5041 -2.4211 -0.0245
C -0.8439 1.2222 6.2071
H -3.6740 4.4499 0.0233
C -0.5230 4.2859 2.7488
H 2.1687 2.2202 3.6066
H 1.5581 1.9275 6.2421
H 0.9110 1.1916 1.6826
C -2.9205 3.8104 -0.4364
C -1.4994 2.6663 -3.1524
O 0.6861 -4.8344 -1.4753
C 0.9970 2.8109 5.9373
H -1.3002 -1.8349 2.8761
H -1.6199 3.6324 6.8446
H -1.8401 0.8694 5.9398
H 0.2319 2.0302 -1.8430
H 1.6698 -6.2788 -5.2140
H -0.3771 2.1567 1.0866
C 3.6392 -5.2532 -3.8392
C 0.3150 2.9907 3.0315
H 0.9456 3.3559 6.8799
H -1.9829 1.2471 -1.2130
C 1.7876 -3.7019 -4.0356
H -0.8062 4.2148 -4.5390
H 3.9497 -7.3238 -3.0847
H 1.2897 2.7387 1.0002
H 0.8062 -4.0607 -0.9198
C 1.7645 3.2322 3.5857
C -4.9540 2.8100 -1.5629
O -1.4014 1.3861 3.5196
H 3.0462 -4.0665 0.2151
H 4.1752 -4.3041 -3.8465
H -0.2599 -1.9421 4.0763
O -0.6635 -1.2365 -1.6994
H -2.2722 3.6152 -5.0297
N -0.3087 2.1081 4.0167
H -0.4024 3.5454 -1.4262
C 2.8207 -5.1268 0.3292
H -0.8752 1.2797 7.2951
H 3.0127 -8.0600 -0.4210
H 2.0963 -7.8041 -1.8803
H -0.1912 0.3779 5.9852
H 4.6692 -4.9417 -1.4196
H -4.3362 4.4103 -3.5404
H -1.8674 1.5623 -4.8974
C -1.7429 3.8601 -4.1089
H -4.9450 1.9068 -0.9528
H -0.9875 4.6053 5.4784
*
```

Output
- LUMO (eV) = -0.904
- energy relative to the best compared isomer or geometry (same formula, charge and spin) (kcal per mole) = 91.39

No. 4
DFT (the ωB97M-V functional and the def2-TZVPD basis) results for a structure of composition C27H61N7O19S3 at a distorted geometry.

```
! RIJCOSX wB97M-V def2-TZVPD def2/J DEFGRID3
* xyz 0 1
H -0.3433 -3.5710 0.1764
H 0.8158 4.0379 0.6737
N 3.7804 -0.6217 -0.6260
H 1.6805 -1.4516 1.5009
C 2.3643 -4.9527 0.1850
H 3.3117 -5.2485 0.6357
S 0.3234 -6.2043 0.9415
H 2.9312 1.5233 1.2172
C -3.7030 -0.4111 -6.2851
H -0.6341 -0.3170 -3.8144
H 1.9358 -3.8271 2.0723
H -4.1418 0.5125 -6.6627
H -1.7084 1.0927 -1.4197
O 0.2328 -4.5572 0.9858
H -2.7330 3.0350 1.1628
O 1.0793 0.3673 -0.2808
C 4.9737 -1.1770 -0.4468
C 3.3080 0.5263 0.2242
H -1.4404 -0.8155 -2.3855
O -1.9713 -4.0940 2.6276
C -1.4762 -0.0611 -3.1714
H -1.0421 0.8255 -2.7092
H 6.6119 -0.4005 3.0664
H -4.5930 -0.9582 -5.9741
H -0.6396 -2.2818 1.3287
H -0.4899 5.3406 0.4774
C -4.5136 -4.6519 1.2049
O -0.8239 -6.8092 0.2829
H 3.1201 -2.1818 0.8066
H -1.4218 1.6697 0.2564
C -0.7710 3.7826 -0.8479
S -1.5072 5.1714 2.8340
H 4.1534 1.1697 0.4677
C 2.6432 -1.9004 1.7455
H -4.2805 0.5193 -2.5096
C 0.3576 1.4750 -0.6792
O -0.3800 3.9830 3.0132
O 0.2836 -0.2610 2.1189
C -2.7811 0.0608 -4.0396
C -2.1787 -3.7820 1.4569
H 0.3187 4.2911 -2.4945
O -1.1418 -0.3623 -0.0343
N 4.6745 -0.7207 2.2576
H -0.3308 1.9594 2.8602
H -1.7150 -0.3816 -5.6591
H 1.6859 2.8706 3.4645
C 5.1929 -2.3253 -1.4250
H 3.0301 0.9768 2.7915
H 4.7748 -3.2495 -1.0259
H -4.2498 1.4472 0.1804
O -1.7633 3.2146 -0.3152
H 4.8667 -0.8454 1.2739
H -2.9941 2.1479 2.7324
H -4.1693 -5.5668 1.6872
H 2.7966 -4.3587 -0.6202
N -0.3385 3.6244 -2.1155
N 1.9778 2.7471 2.5055
O -4.6988 -1.3988 -0.1112
H 1.4168 -3.0314 0.5127
H -0.1998 2.8702 1.3981
H -2.7130 0.7688 -0.1798
C -1.0005 2.9156 -3.1541
H -5.1883 -2.9838 -2.2437
C -3.6073 1.1711 -0.6557
C -1.1290 -2.9943 0.6646
C -0.7797 2.7914 2.3177
H -5.0012 -3.9877 1.9184
H 2.5274 -2.8786 2.2122
O -3.9135 0.3241 -3.5729
H 3.1974 -1.1786 -1.2343
C 5.6642 0.1325 2.9898
H 1.4864 0.7033 1.9425
H -3.3140 -3.6880 -0.1706
H 6.0221 0.9241 2.3315
N -4.1214 0.1787 -1.5722
O 2.2462 3.6365 0.4163
H -3.1194 -0.9487 -7.0323
H 4.6073 -2.3155 -2.3443
S 0.2480 -0.7288 0.6766
H -1.6232 -2.4211 -0.1198
H 5.3643 0.2828 4.0269
H -1.1544 3.5500 -4.0269
O -2.6130 4.0084 2.8347
C 2.3041 1.4063 2.1011
O 3.3139 -1.2979 3.9415
H 2.5382 1.1553 -0.2229
C 3.5491 -1.2027 2.7473
C 0.1628 4.6038 0.0093
O 5.7974 -0.8866 0.4576
H 0.5668 2.3036 -0.0027
H -3.2314 2.0675 -1.1489
H 1.0062 5.7212 1.4704
H 2.5539 5.7056 2.2202
N -2.6423 -0.2569 -5.2789
H -5.9551 -1.4510 -2.5674
H 2.8520 0.1188 1.1265
O 0.7209 -2.0798 0.4213
C -4.5849 -1.0101 -1.2293
C -2.3488 2.8128 2.1583
O 1.6548 -6.1507 -0.0381
H 0.3697 1.5775 -1.7643
C 1.5574 -3.9639 1.0593
O -1.3425 5.7120 1.4357
N -3.2999 -4.0157 0.7847
C 1.6057 5.1687 2.1939
O 0.7905 -6.7196 2.2451
C -1.0651 1.0201 -0.5428
C -4.9939 -1.9165 -2.3495
H -0.4064 2.0308 -3.3832
H -1.9680 2.4880 -2.8911
H 1.1103 5.1918 3.1645
H -4.4037 -1.8295 -3.2618
O -1.7459 6.1688 3.8643
H -5.0234 -4.9232 0.2804
H 6.2659 -2.3665 -1.6121
H 0.7585 5.3572 -0.5061
C 1.9814 3.7338 1.6188
*
```

Output
- LUMO (eV) = -0.622
- energy relative to the best compared isomer or geometry (same formula, charge and spin) (kcal per mole) = 718.62

| no. | E_tot (Eh) | Kohn-Sham gap (eV) | highest occupied orbital energy (eV) |
| --- | --- | --- | --- |
| 1 | -1688.645813 | 9.473 | -13.38 |
| 2 | -4318.438373 | 2.364 | -6.98 |
| 3 | -2270.732178 | 5.951 | -6.86 |
| 4 | -4071.644116 | 7.843 | -8.47 |